#A
C9H14 | ωB97M-V/def2-TZVPD

Cartesian coordinates (Å):
1 C -0.8029 1.1926 1.3985
2 C -0.8374 -0.1541 0.7465
3 C -1.6376 -1.1481 1.2544
4 C -1.8977 -2.3188 0.4917
5 C -1.5597 -2.3702 -0.8324
6 C -0.7065 -1.3650 -1.3404
7 C -0.3818 -0.2543 -0.6143
8 H 0.2232 1.6173 1.3842
9 H -1.0758 1.1747 2.4468
10 H -1.1729 1.9683 0.7201
11 H -2.0796 -0.9819 2.2288
12 H -2.3290 -3.1574 1.0268
13 H -1.9969 -3.0611 -1.5400
14 H -0.3130 -1.4660 -2.3466
15 H 0.2142 0.5087 -1.0874
16 C 3.6643 2.8031 -0.7586
17 C 2.4832 1.8551 -0.3392
18 H 3.3007 3.7144 -1.2216
19 H 4.1447 3.0702 0.1849
20 H 4.3666 2.2757 -1.3968
21 H 1.6386 2.4977 -0.1008
22 H 2.2709 1.2339 -1.2048
23 H 2.7844 1.3164 0.5540

Values from the calculation:
* spin multiplicity: 1
* frontier orbital gap: 9.83 eV
* SMILES: Cc1ccccc1.CC

=====

#B
C9H14 | ωB97M-V/def2-TZVPD

Cartesian coordinates (Å):
1 C -1.6144 0.2929 -0.2696
2 C -0.6425 1.0931 -0.3967
3 C -2.3705 -0.9621 0.0093
4 C -3.0528 0.3703 -0.0597
5 C 0.8988 1.0334 -0.5380
6 C 1.1674 -0.4294 -0.1689
7 C 1.5921 2.1294 0.3039
8 C 0.7587 -1.5081 -1.0219
9 C 1.5013 -0.7683 1.2862
10 H -2.5444 -1.5745 -0.8079
11 H -2.1665 -1.5172 0.8444
12 H -3.2755 1.0213 0.7983
13 H -3.7204 0.5357 -0.9113
14 H 1.1638 1.1016 -1.5518
15 H 1.3840 3.1010 -0.1697
16 H 2.7199 2.1008 0.1415
17 H 1.4324 2.0448 1.3181
18 H 1.5419 -2.3181 -1.0650
19 H 0.6078 -1.1734 -2.0409
20 H -0.2510 -1.8558 -0.7824
21 H 2.5652 -1.1734 1.4588
22 H 0.7937 -1.6118 1.5591
23 H 1.5112 0.0680 2.0642

Values from the calculation:
* spin multiplicity: 1
* frontier orbital gap (alpha / beta): 7.47 / 8.28 eV

=====

#C
C9H14 | ωB97M-V/def2-TZVPD

Cartesian coordinates (Å):
1 C 1.8943 1.0766 1.5603
2 C 1.7802 0.1744 0.3789
3 C 0.9578 -0.9667 0.4611
4 C 0.7008 -1.6834 -0.6851
5 C 1.0169 -1.1916 -1.9324
6 C 1.9155 -0.1473 -2.0471
7 C 2.4053 0.4188 -0.8423
8 H 1.9927 0.5017 2.4767
9 H 0.9468 1.6060 1.6716
10 H 2.6581 1.8418 1.4587
11 H 0.4130 -1.1671 1.3744
12 H -0.0079 -2.5076 -0.6487
13 H 0.7616 -1.7573 -2.8236
14 H 2.2087 0.3163 -2.9768
15 H 3.0866 1.2532 -0.9792
16 C -2.2885 0.2251 -0.0722
17 C -3.3716 0.3064 1.0003
18 H -1.2635 0.2241 0.2935
19 H -2.4789 -0.5333 -0.8223
20 H -2.2093 1.2194 -0.5437
21 H -3.8011 -0.6943 1.1503
22 H -4.2450 0.8056 0.5738
23 H -3.0725 0.6794 1.9737

Values from the calculation:
* spin multiplicity: 1
* frontier orbital gap: 9.98 eV
* SMILES: Cc1ccccc1.CC

=====

Quick look at relative energies in kcal/mol: #A 3.8; #B 124.7; #C 0.0.

=====

#A
C9H14 | ωB97M-V/def2-TZVPD

Cartesian coordinates (Å):
1 C -2.0031 -1.8808 0.3430
2 C -1.0050 -1.0500 1.1096
3 C -1.3571 -0.5605 2.3653
4 C -0.4813 0.2018 3.1118
5 C 0.7980 0.4569 2.6210
6 C 1.1707 -0.0675 1.3930
7 C 0.2739 -0.8156 0.6409
8 H -2.2948 -2.7587 0.9211
9 H -1.6085 -2.2445 -0.5981
10 H -2.9082 -1.2928 0.1680
11 H -2.3254 -0.8079 2.7863
12 H -0.7867 0.5874 4.0816
13 H 1.4931 1.1008 3.1471
14 H 2.1739 0.0992 1.0355
15 H 0.6887 -1.2321 -0.2759
16 C 0.5375 1.3824 -3.4293
17 C 1.5365 1.1847 -2.2846
18 H 0.9991 1.8814 -4.2810
19 H 0.1223 0.4342 -3.7671
20 H -0.3018 1.9844 -3.0682
21 H 2.2063 0.3542 -2.4955
22 H 0.9582 0.9445 -1.3966
23 H 2.1138 2.0985 -2.1281

Values from the calculation:
* spin multiplicity: 1
* frontier orbital gap: 10.07 eV
* SMILES: Cc1ccccc1.CC

=====

#B
C9H14 | ωB97M-V/def2-TZVPD

Cartesian coordinates (Å):
1 C 1.6886 -0.9420 -1.6179
2 C 1.3866 0.3858 -0.9636
3 C 0.5189 1.2563 -1.6084
4 C 0.1079 2.4319 -0.9741
5 C 0.6212 2.6845 0.2954
6 C 1.4454 1.7784 0.9664
7 C 1.8641 0.6365 0.3405
8 H 2.7103 -1.1757 -1.9115
9 H 1.0809 -0.9724 -2.5257
10 H 1.3015 -1.7797 -1.0300
11 H 0.0934 0.9301 -2.5472
12 H -0.4844 3.2190 -1.4170
13 H 0.4754 3.6751 0.7074
14 H 1.8210 2.1076 1.9285
15 H 2.3684 -0.2136 0.7761
16 C -2.4249 -1.4350 1.7990
17 C -1.8220 -2.1163 0.5583
18 H -1.9166 -0.4892 2.0068
19 H -3.4669 -1.1331 1.7002
20 H -2.3360 -2.0719 2.6770
21 H -2.5473 -2.8801 0.2888
22 H -0.8320 -2.4783 0.8124
23 H -1.6533 -1.4177 -0.2614

Values from the calculation:
* spin multiplicity: 1
* frontier orbital gap: 10.03 eV
* SMILES: Cc1ccccc1.CC

=====

#C
C9H14 | ωB97M-V/def2-TZVPD

Cartesian coordinates (Å):
1 C 0.2452 -2.3436 -2.0273
2 C 0.4106 -1.0097 -1.3984
3 C -0.4237 0.0583 -1.6381
4 C -0.0022 1.3949 -1.0090
5 C 0.9448 1.4869 -0.0267
6 C 1.8241 0.2984 0.1930
7 C 1.6597 -0.7639 -0.6298
8 H -0.8129 -2.4495 -2.5473
9 H 0.4948 -3.0418 -1.1857
10 H 0.6602 -2.6838 -3.0035
11 H -1.2133 -0.0071 -2.3513
12 H -0.5255 2.2383 -1.2899
13 H 1.2533 2.3105 0.5218
14 H 2.5989 0.3412 0.9705
15 H 2.3338 -1.5274 -0.6392
16 C -1.1888 0.1058 2.7519
17 C -2.4587 0.9604 2.6468
18 H -0.6137 0.1748 1.8659
19 H -0.4199 0.6098 3.3942
20 H -1.2159 -0.7946 3.2205
21 H -3.2651 0.3419 2.1773
22 H -2.9783 1.3771 3.5235
23 H -2.3623 1.9852 2.1688

Values from the calculation:
* spin multiplicity: 1
* frontier orbital gap: 9.97 eV
* SMILES: Cc1ccccc1.CC

=====

#D
C9H14 | ωB97M-V/def2-TZVPD

Cartesian coordinates (Å):
1 C -2.4165 2.1411 -0.1192
2 C -1.4962 1.1205 0.4499
3 C -1.2451 0.9776 1.8349
4 C -0.6612 -0.1221 2.4036
5 C -0.1348 -1.1354 1.5858
6 C -0.4818 -1.1631 0.2610
7 C -1.0681 0.0562 -0.3381
8 H -2.7429 1.8240 -1.1236
9 H -1.9748 3.0937 -0.4427
10 H -3.2550 2.4867 0.4544
11 H -1.4206 1.8609 2.4750
12 H -0.6466 -0.2333 3.4673
13 H 0.3727 -1.9811 2.0161
14 H -0.2510 -2.0646 -0.3317
15 H -1.4300 -0.3076 -1.2665
16 C 3.6345 -0.4446 -2.6198
17 C 2.6197 -1.3500 -2.0220
18 H 3.1742 0.5613 -2.7145
19 H 4.5663 -0.3585 -1.9910
20 H 4.0845 -0.7278 -3.6504
21 H 2.5496 -1.0669 -0.9559
22 H 3.0180 -2.3905 -2.0380
23 H 1.6023 -1.3334 -2.4779

Values from the calculation:
* spin multiplicity: 1
* frontier orbital gap: 10.02 eV
* SMILES: Cc1ccccc1.CC

=====

Quick look at relative energies in kcal/mol: #A 0.0; #B 7.9; #C 54.9; #D 27.4.

=====

#A
C5H12N4 | ωB97M-V/def2-TZVPD

Cartesian coordinates (Å):
1 C 0.4210 0.5716 0.3644
2 C -0.4205 1.4680 1.2273
3 C -0.2437 1.7770 -0.2387
4 C 0.6437 -1.0726 -1.2298
5 C -0.1358 -0.9164 0.0386
6 N 1.8245 0.5334 0.6536
7 N -0.0792 -0.8860 -2.3069
8 N 0.2863 -1.8558 1.0537
9 N -1.5734 -0.9291 -0.1165
10 H 2.3224 0.1149 -0.1249
11 H 2.1873 1.4614 0.8321
12 H -1.0830 -0.6937 -2.2859
13 H 0.3654 -0.9226 -3.2142
14 H 0.1177 -1.4630 1.9770
15 H 1.2840 -2.0157 0.9673
16 H -2.0348 -0.7905 0.7749
17 H -1.8584 -1.8321 -0.4833
18 H 0.0950 2.0870 1.9454
19 H -1.3882 1.1335 1.5659
20 H 0.3729 2.6210 -0.5164
21 H -1.1030 1.6098 -0.8838

Values from the calculation:
* spin multiplicity: 1
* frontier orbital gap: 9.29 eV

=====

#B
C5H12N4 | ωB97M-V/def2-TZVPD

Cartesian coordinates (Å):
1 C 1.4919 2.5874 -0.0303
2 C 0.2510 2.1940 -0.0003
3 N 0.0032 0.4144 -0.0756
4 N -1.1802 -0.0694 -0.0698
5 N -2.1757 0.7047 -0.0379
6 C -3.4450 0.0208 -0.0506
7 N 1.1299 -0.3513 -0.0556
8 C 1.2422 -1.1382 1.1640
9 C 1.2677 -1.1568 -1.2599
10 H 1.7613 3.6330 0.0181
11 H 2.2988 1.8773 -0.0978
12 H -0.7016 2.6675 0.0684
13 H -3.4723 -0.7881 -0.7891
14 H -4.2072 0.7613 -0.2885
15 H -3.6628 -0.4067 0.9321
16 H 1.1543 -0.4654 2.0158
17 H 0.4653 -1.9102 1.2342
18 H 2.2216 -1.6099 1.1834
19 H 1.2460 -0.4947 -2.1244
20 H 2.2275 -1.6659 -1.2262
21 H 0.4658 -1.8988 -1.3558

Values from the calculation:
* spin multiplicity: 1
* frontier orbital gap: 9.45 eV
* SMILES: C=CN(/N=N/C)N(C)C

=====

#C
C5H12N4 | ωB97M-V/def2-TZVPD

Cartesian coordinates (Å):
1 C 3.2822 0.0823 0.6389
2 N 2.8242 -0.3895 -0.7771
3 C 1.5619 -0.6189 -0.9138
4 N 0.4702 -0.8396 0.0383
5 N -0.8519 -0.9973 -0.2535
6 C -1.8535 -0.0410 -0.1308
7 C -3.0997 -0.8278 0.1254
8 N -1.7463 1.2296 -0.2762
9 C -0.4411 1.8373 -0.2607
10 H 3.3804 -0.7030 1.3793
11 H 2.3783 0.7781 0.9112
12 H 4.1838 0.6523 0.5633
13 H 1.0790 -0.6835 -1.9044
14 H 0.4500 -0.6310 0.9698
15 H -1.2504 -1.8082 0.1313
16 H -3.0465 -1.6150 -0.6956
17 H -3.0973 -1.3822 0.9921
18 H -4.1551 -0.2710 0.0370
19 H 0.5616 1.3152 -0.7819
20 H -0.6373 2.9249 -0.6955
21 H 0.0077 1.9883 0.9029

Values from the calculation:
* spin multiplicity: 1
* frontier orbital gap: 9.74 eV
* SMILES: C/N=C\NN/C(C)=N\C

=====

#D
C5H12N4 | ωB97M-V/def2-TZVPD

Cartesian coordinates (Å):
1 C 0.0571 1.6435 0.7490
2 C -0.5770 0.7817 -1.4323
3 C 1.1289 -1.5404 -0.9620
4 N -0.2520 0.4633 -0.0448
5 C -1.5545 -0.6542 0.7022
6 C 0.5112 -0.9241 0.2874
7 N 1.4982 -0.8200 1.2984
8 N -0.6693 -1.5813 0.7703
9 N -2.7363 -0.3418 0.9425
10 H 2.3204 -0.2796 1.0728
11 H 1.1358 -0.6496 2.2239
12 H -3.0756 0.5662 0.6673
13 H 0.9046 2.1934 0.3267
14 H 0.2805 1.3756 1.7775
15 H -0.8174 2.2990 0.7597
16 H -1.2519 1.6390 -1.4699
17 H 0.3211 1.0201 -2.0089
18 H -1.0887 -0.0606 -1.8938
19 H 0.3942 -1.6794 -1.7498
20 H 1.5150 -2.5174 -0.6774
21 H 1.9559 -0.9337 -1.3387

Values from the calculation:
* spin multiplicity: 1
* frontier orbital gap: 8.81 eV

=====

Quick look at relative energies in kcal/mol: #A 13.0; #B 65.8; #C 57.0; #D 0.0.